(1)
Entry from the OMol25 dataset: a molecular structure, C23H21N4O8S5Y at a distorted geometry (ωB97M-V with the def2-TZVPD basis set).

For the HOMO energy, the calculation gives -2.51 eV. Its total charge is -2. The HOMO-LUMO gap is 6.405 eV. The value obtained for the LUMO energy is 3.90 eV. The calculation puts the relative energy (zero: lowest compared OMol25 entry of this formula, charge and spin) at 0.627 eV.

Last column: Löwdin charge in e.
Cartesian coordinates (Å):
1 Y 0.221 1.033 -0.503  1.239
2 N -2.263 0.316 -0.212  -0.042
3 C -2.236 -1.129 0.094  -0.181
4 C -1.278 -1.790 -0.892  -0.577
5 O -1.680 -2.758 -1.560  -0.035
6 N -0.099 -1.170 -0.953  -0.101
7 C 0.620 -1.362 -2.209  -0.157
8 C 0.226 -0.231 -3.208  -0.641
9 O 0.454 -0.354 -4.402  0.003
10 O -0.351 0.794 -2.643  -0.201
11 H -2.611 0.464 -1.154  0.090
12 H -2.836 0.850 0.428  0.048
13 H -1.858 -1.251 1.109  0.081
14 H -3.204 -1.626 0.001  0.103
15 H 1.700 -1.332 -2.051  0.091
16 H 0.372 -2.310 -2.686  0.105
17 O 1.168 5.081 0.786  -0.408
18 S 0.627 3.775 1.108  0.061
19 O 0.330 3.616 2.535  -0.459
20 O 1.524 2.674 0.635  -0.545
21 S -1.085 3.410 0.033  0.217
22 N -0.073 0.565 1.840  -0.364
23 S -1.032 1.270 2.881  1.020
24 C -2.099 -0.031 3.524  -0.404
25 C -3.465 0.169 3.452  -0.097
26 C -4.334 -0.852 3.831  -0.089
27 C -3.823 -2.060 4.273  -0.096
28 C -2.443 -2.254 4.340  -0.076
29 C -1.579 -1.242 3.965  -0.070
30 C -0.136 1.544 4.406  -0.378
31 C -0.847 1.846 5.560  -0.080
32 C -0.155 2.075 6.740  -0.097
33 C 1.234 1.999 6.757  -0.101
34 C 1.927 1.714 5.590  -0.065
35 C 1.243 1.497 4.399  -0.079
36 H 0.603 -0.067 2.271  -0.021
37 H -3.850 1.115 3.086  0.110
38 H -5.405 -0.705 3.764  0.097
39 H -4.495 -2.861 4.553  0.094
40 H -2.044 -3.205 4.672  0.101
41 H -0.506 -1.394 3.992  0.121
42 H -1.929 1.901 5.540  0.109
43 H -0.702 2.314 7.644  0.093
44 H 1.773 2.174 7.681  0.091
45 H 3.009 1.673 5.589  0.103
46 H 1.781 1.327 3.476  0.055
47 O 2.028 2.008 -1.928  -0.337
48 S 3.204 1.316 -1.427  0.635
49 O 4.024 0.653 -2.402  -0.277
50 N 2.706 0.302 -0.240  -0.173
51 C 3.427 0.463 0.874  -0.833
52 S 3.348 -0.524 2.225  0.601
53 C 4.340 1.663 0.798  -0.235
54 C 5.157 2.188 1.780  -0.032
55 C 5.843 3.365 1.507  -0.078
56 C 5.714 4.001 0.273  -0.079
57 C 4.906 3.466 -0.722  -0.024
58 C 4.239 2.299 -0.418  -0.235
59 H 5.221 1.689 2.739  0.091
60 H 6.471 3.807 2.271  0.093
61 H 6.239 4.932 0.093  0.095
62 H 4.783 3.954 -1.679  0.121

***

(2)
Entry from the OMol25 dataset: a molecular structure, C23H22B2CeCl2F4N7O5 at a distorted geometry (ωB97M-V with the def2-TZVPD basis set).

For the HOMO energy (spin up / spin down), the calculation gives -11.07 / -11.07 eV. Its total charge is +1. The HOMO-LUMO gap (spin up / spin down) is 6.217 / 6.242 eV. The value obtained for the LUMO energy (spin up / spin down) is -4.86 / -4.83 eV. The calculation puts the relative energy (zero: lowest compared OMol25 entry of this formula, charge and spin) at 1.196 eV.

Last column: Löwdin charge in e.
Cartesian coordinates (Å):
1 Ce -0.331 -0.404 -0.157  1.337
2 C -0.141 -3.018 4.005  0.025
3 C -0.047 -1.970 2.947  -0.233
4 N -0.812 -1.892 1.927  -0.012
5 O -1.832 -2.783 1.820  0.099
6 B -2.766 -2.411 0.740  -1.018
7 F -1.910 -2.141 -0.454  0.010
8 F -3.624 -3.417 0.502  0.242
9 O -3.507 -1.144 0.962  0.101
10 N -2.670 -0.079 0.939  0.001
11 C -3.150 1.079 1.196  -0.232
12 C -4.596 1.362 1.429  0.023
13 C -2.126 2.162 1.274  -0.230
14 N -0.928 1.768 1.066  -0.011
15 O 0.068 2.673 1.214  0.100
16 B 1.409 2.047 1.113  -1.028
17 F 1.402 1.282 -0.162  0.028
18 F 2.353 3.007 1.084  0.236
19 O 1.715 1.066 2.173  0.099
20 N 0.920 -0.030 2.086  -0.019
21 C 0.957 -0.872 3.047  -0.230
22 C 1.867 -0.770 4.227  0.025
23 C -2.482 3.570 1.615  0.027
24 H -0.979 -3.674 3.789  0.091
25 H -0.272 -2.569 4.990  0.101
26 H 0.779 -3.604 4.028  0.102
27 H -5.177 0.470 1.214  0.092
28 H -4.932 2.179 0.790  0.093
29 H -4.775 1.658 2.464  0.109
30 H 2.617 -0.008 4.037  0.092
31 H 2.353 -1.727 4.412  0.097
32 H 1.304 -0.496 5.121  0.107
33 H -3.436 3.862 1.183  0.087
34 H -1.695 4.226 1.250  0.094
35 H -2.544 3.695 2.698  0.111
36 O 1.319 -0.616 -1.954  -0.238
37 C 1.774 0.211 -2.968  -0.189
38 C 3.054 -0.080 -3.415  0.029
39 C 3.650 0.678 -4.402  -0.041
40 C 2.941 1.728 -4.964  -0.052
41 C 1.669 2.020 -4.513  -0.008
42 C 1.054 1.292 -3.489  -0.047
43 C -0.268 1.703 -3.005  -0.213
44 N -0.987 1.197 -2.010  0.034
45 C -2.155 1.919 -1.963  -0.091
46 C -2.142 2.884 -2.917  -0.033
47 N -0.946 2.736 -3.560  0.137
48 H 3.562 -0.920 -2.959  0.134
49 H 4.649 0.443 -4.742  0.118
50 H 3.378 2.326 -5.752  0.116
51 H 1.153 2.848 -4.979  0.108
52 H -2.940 1.677 -1.270  0.108
53 H -2.852 3.647 -3.181  0.127
54 H -0.635 3.297 -4.332  0.153
55 Cl -1.714 -2.684 -4.051  0.763
56 C -0.708 -3.454 -2.891  -0.586
57 C -0.757 -4.817 -2.732  -0.076
58 C 0.041 -5.433 -1.774  -0.040
59 C 0.856 -4.669 -0.949  -0.083
60 C 0.898 -3.305 -1.111  -0.493
61 Cl 1.755 -2.370 0.100  0.907
62 C 0.156 -2.628 -2.112  -0.362
63 N 0.084 -1.292 -2.337  -0.048
64 H -1.418 -5.394 -3.362  0.118
65 H 0.003 -6.506 -1.653  0.118
66 H 1.439 -5.124 -0.161  0.116

***

(3)
Entry from the OMol25 dataset: a molecular structure, C23H22BaBr3N3O3S3 (ωB97M-V with the def2-TZVPD basis set).

For the HOMO energy, the calculation gives -7.82 eV. The HOMO-LUMO gap is 7.974 eV. The value obtained for the LUMO energy is 0.15 eV. The calculation puts the relative energy (zero: lowest compared OMol25 entry of this formula, charge and spin) at 0.719 eV.

Last column: Löwdin charge in e.
Cartesian coordinates (Å):
1 Ba 0.428 -0.055 0.035  1.834
2 Br 0.443 3.812 -1.092  0.588
3 C -0.654 3.536 0.482  -1.034
4 Br 0.356 2.915 2.024  0.582
5 H -1.384 2.772 0.230  -0.058
6 H -1.072 4.497 0.746  0.001
7 C 1.923 -2.140 5.510  -0.027
8 C 1.297 -1.576 4.265  -0.296
9 N 0.487 -0.590 4.226  0.028
10 O 0.123 -0.005 5.417  -0.052
11 C 1.673 -2.185 2.967  -0.325
12 C 2.463 -3.457 2.895  -0.036
13 N 1.293 -1.584 1.900  -0.303
14 O 1.653 -2.071 0.714  -0.499
15 H 1.963 -1.429 6.336  0.071
16 H 2.952 -2.427 5.301  0.084
17 H 1.399 -3.033 5.855  0.098
18 H 0.485 -0.512 6.162  0.060
19 H 2.328 -4.081 3.776  0.070
20 H 3.532 -3.252 2.785  0.085
21 H 2.158 -4.004 2.005  0.074
22 O -1.713 0.681 -0.760  -0.560
23 C -2.559 0.400 -1.798  -0.668
24 C -1.718 -0.302 -2.875  -0.478
25 C -0.533 0.147 -3.404  -0.174
26 C 0.052 -0.779 -4.305  -0.192
27 C -0.688 -1.916 -4.440  -0.412
28 S -2.101 -1.860 -3.482  1.076
29 C -3.692 -0.516 -1.349  -0.519
30 C -3.693 -1.325 -0.253  -0.118
31 C -4.891 -2.074 -0.119  -0.181
32 C -5.784 -1.805 -1.109  -0.415
33 S -5.149 -0.700 -2.248  1.035
34 C -3.139 1.690 -2.367  -0.477
35 C -3.111 2.190 -3.634  -0.117
36 C -3.731 3.464 -3.741  -0.184
37 C -4.217 3.906 -2.552  -0.415
38 S -3.923 2.784 -1.292  1.053
39 H -0.122 1.119 -3.162  0.101
40 H 0.978 -0.609 -4.836  0.099
41 H -0.458 -2.771 -5.054  0.063
42 H -2.874 -1.345 0.450  0.106
43 H -5.096 -2.754 0.694  0.100
44 H -6.774 -2.212 -1.227  0.061
45 H -2.664 1.655 -4.458  0.113
46 H -3.813 4.025 -4.660  0.099
47 H -4.730 4.835 -2.365  0.061
48 Br 5.811 -0.075 2.916  0.761
49 C 5.089 0.483 1.264  -0.662
50 C 5.888 0.582 0.140  -0.098
51 C 5.295 0.991 -1.043  -0.046
52 C 3.938 1.271 -1.044  -0.143
53 N 3.179 1.171 0.043  -0.030
54 C 3.737 0.780 1.183  -0.207
55 H 6.942 0.346 0.190  0.109
56 H 5.874 1.088 -1.951  0.110
57 H 3.441 1.602 -1.949  0.110
58 H 3.101 0.705 2.058  0.093

***

The highest relative energy (zero: lowest compared OMol25 entry of this formula, charge and spin) belongs to which entry?
C23H22B2CeCl2F4N7O5

***

What did the third record say?
Entry from the OMol25 dataset: a molecular structure, C23H22BaBr3N3O3S3 (ωB97M-V with the def2-TZVPD basis set).

For the HOMO energy, the calculation gives -7.82 eV. The HOMO-LUMO gap is 7.974 eV. The value obtained for the LUMO energy is 0.15 eV. The calculation puts the relative energy (zero: lowest compared OMol25 entry of this formula, charge and spin) at 0.719 eV.

Last column: Löwdin charge in e.
Cartesian coordinates (Å):
1 Ba 0.428 -0.055 0.035  1.834
2 Br 0.443 3.812 -1.092  0.588
3 C -0.654 3.536 0.482  -1.034
4 Br 0.356 2.915 2.024  0.582
5 H -1.384 2.772 0.230  -0.058
6 H -1.072 4.497 0.746  0.001
7 C 1.923 -2.140 5.510  -0.027
8 C 1.297 -1.576 4.265  -0.296
9 N 0.487 -0.590 4.226  0.028
10 O 0.123 -0.005 5.417  -0.052
11 C 1.673 -2.185 2.967  -0.325
12 C 2.463 -3.457 2.895  -0.036
13 N 1.293 -1.584 1.900  -0.303
14 O 1.653 -2.071 0.714  -0.499
15 H 1.963 -1.429 6.336  0.071
16 H 2.952 -2.427 5.301  0.084
17 H 1.399 -3.033 5.855  0.098
18 H 0.485 -0.512 6.162  0.060
19 H 2.328 -4.081 3.776  0.070
20 H 3.532 -3.252 2.785  0.085
21 H 2.158 -4.004 2.005  0.074
22 O -1.713 0.681 -0.760  -0.560
23 C -2.559 0.400 -1.798  -0.668
24 C -1.718 -0.302 -2.875  -0.478
25 C -0.533 0.147 -3.404  -0.174
26 C 0.052 -0.779 -4.305  -0.192
27 C -0.688 -1.916 -4.440  -0.412
28 S -2.101 -1.860 -3.482  1.076
29 C -3.692 -0.516 -1.349  -0.519
30 C -3.693 -1.325 -0.253  -0.118
31 C -4.891 -2.074 -0.119  -0.181
32 C -5.784 -1.805 -1.109  -0.415
33 S -5.149 -0.700 -2.248  1.035
34 C -3.139 1.690 -2.367  -0.477
35 C -3.111 2.190 -3.634  -0.117
36 C -3.731 3.464 -3.741  -0.184
37 C -4.217 3.906 -2.552  -0.415
38 S -3.923 2.784 -1.292  1.053
39 H -0.122 1.119 -3.162  0.101
40 H 0.978 -0.609 -4.836  0.099
41 H -0.458 -2.771 -5.054  0.063
42 H -2.874 -1.345 0.450  0.106
43 H -5.096 -2.754 0.694  0.100
44 H -6.774 -2.212 -1.227  0.061
45 H -2.664 1.655 -4.458  0.113
46 H -3.813 4.025 -4.660  0.099
47 H -4.730 4.835 -2.365  0.061
48 Br 5.811 -0.075 2.916  0.761
49 C 5.089 0.483 1.264  -0.662
50 C 5.888 0.582 0.140  -0.098
51 C 5.295 0.991 -1.043  -0.046
52 C 3.938 1.271 -1.044  -0.143
53 N 3.179 1.171 0.043  -0.030
54 C 3.737 0.780 1.183  -0.207
55 H 6.942 0.346 0.190  0.109
56 H 5.874 1.088 -1.951  0.110
57 H 3.441 1.602 -1.949  0.110
58 H 3.101 0.705 2.058  0.093